# 1
Density functional theory data (ωB97M-V/def2-TZVPD) for a structure of composition C44H35BaCl2N3O6PSSe at a distorted geometry.

Highest occupied orbital energy, eV: -4.8320
Energy relative to the best compared isomer or geometry (same formula, charge and spin), kJ/mol: 126.4
LUMO, eV: 1.85
Kohn-Sham gap, eV: 6.682
Charge: -1

Positions of all 94 atoms, in Å:
H  -3.412  -0.973  -2.140
H  -3.306  1.714  -7.287
C  -4.545  0.772  -0.494
C  3.879  -5.478  -1.992
C  -2.240  2.828  -3.749
H  6.046  -0.813  0.929
C  -2.748  2.307  -0.964
H  6.321  0.181  3.216
C  4.472  0.537  0.428
C  -2.589  -1.646  -2.356
C  3.808  2.093  2.035
C  5.439  0.013  1.272
H  2.481  -6.692  0.187
H  -2.862  1.569  2.334
O  1.856  3.327  1.526
C  4.180  -0.027  -0.982
C  5.616  -4.354  -3.251
C  0.144  0.300  1.505
C  -0.968  5.853  -1.736
S  -1.811  -2.041  8.054
H  4.841  2.094  3.899
C  -3.240  -3.048  7.669
H  -4.676  -3.594  6.226
C  2.958  -3.747  -0.894
C  4.224  -6.718  -2.498
H  -2.375  -1.672  -3.420
H  -2.638  8.714  -1.061
H  0.034  5.474  -1.883
H  -1.589  2.922  0.755
N  3.697  1.544  0.826
H  5.586  -7.708  -3.817
C  -0.006  -1.716  4.457
O  -0.244  2.934  -1.895
C  -3.009  2.026  -6.295
C  -1.185  7.199  -1.480
H  -2.419  0.376  6.605
O  5.018  -0.804  -1.462
C  -3.493  3.212  -5.768
H  -0.021  -3.120  6.069
C  -3.548  6.789  -1.298
H  4.277  -2.296  -1.654
H  -4.059  1.483  -2.457
C  -3.108  3.614  -4.497
C  4.558  -4.313  -2.361
C  -3.334  5.444  -1.544
C  5.966  -5.597  -3.762
C  2.811  3.232  2.367
C  4.767  1.628  2.925
C  -1.746  -0.215  5.996
H  6.147  -3.455  -3.531
C  -0.486  -0.498  3.948
C  -2.044  4.972  -1.775
C  5.284  -6.758  -3.396
H  -1.054  1.035  -3.715
H  -5.370  0.160  -0.836
C  -1.353  0.247  4.756
H  -2.995  -3.941  5.758
Se  1.892  -2.744  0.206
H  -3.480  4.547  -4.094
Cl  -1.166  -1.103  -1.487
N  3.958  -3.281  -1.681
H  6.791  -5.666  -4.459
C  5.577  0.574  2.533
C  1.964  -5.997  -0.477
O  -3.808  -3.587  8.584
C  -3.658  -3.215  6.233
O  3.024  3.902  3.366
C  -1.290  -1.439  6.476
C  -3.149  1.574  1.294
C  -2.132  1.241  -5.557
C  -2.472  7.666  -1.267
Ba  1.449  1.752  -0.234
H  -1.740  0.323  -5.972
P  -1.698  3.235  -2.083
H  0.676  -2.292  3.845
H  -0.345  7.878  -1.435
C  -2.429  2.340  0.394
C  -4.206  0.794  0.851
C  -3.809  1.518  -1.403
H  -4.759  0.189  1.558
H  -4.550  7.151  -1.113
H  -1.700  1.207  4.397
H  3.698  -7.616  -2.205
C  -0.398  -2.175  5.699
N  2.904  -5.097  -1.093
H  1.428  -6.558  -1.244
H  1.262  -5.399  0.101
C  -0.089  -0.068  2.650
H  -3.574  -2.290  5.667
H  -4.167  3.829  -6.347
C  -1.746  1.639  -4.288
H  -4.170  4.754  -1.535
Cl  -3.113  -3.285  -1.885
O  3.087  0.330  -1.484

# 2
Density functional theory data (ωB97M-V/def2-TZVPD) for the ion C3H7N2O2S with charge +1 at a distorted geometry.

SMILES: CC(C(N)=[NH2+])=S(=O)=O
Highest occupied orbital energy (alpha / beta), eV: -14.3329 / -14.3320
Energy relative to the best compared isomer or geometry (same formula, charge and spin), kJ/mol: 255.2
LUMO (alpha / beta), eV: -6.15 / -6.15
Kohn-Sham gap (alpha / beta), eV: 8.185 / 8.183
Charge: +1

Positions of all 15 atoms, in Å:
N  -1.955  0.549  -0.076
C  -0.719  0.712  0.064
S  2.089  -0.064  0.176
H  -0.788  2.784  0.190
O  3.085  -1.041  -0.067
N  -0.295  1.954  0.164
H  -2.670  1.252  -0.005
O  2.343  1.305  -0.194
H  -0.591  -2.219  -0.803
C  0.076  -1.876  0.021
H  -2.466  -0.372  -0.137
H  1.043  -2.634  -0.031
C  0.558  -0.520  -0.277
H  -0.428  -1.845  1.012
H  0.718  2.015  -0.037

# 3
Density functional theory data (ωB97M-V/def2-TZVPD) for the molecule C6H5ClS at a distorted geometry.

SMILES: S=C1C=C[C@@H]2[C@H](Cl)[C@H]12
Highest occupied orbital energy, eV: -8.7398
Energy relative to the best compared isomer or geometry (same formula, charge and spin), kJ/mol: 276.2
LUMO, eV: -0.82
Kohn-Sham gap, eV: 7.917

Positions of all 13 atoms, in Å:
C  -1.179  0.199  0.209
H  1.323  1.945  1.389
C  0.678  1.550  -0.743
C  1.379  -0.126  0.862
H  -1.136  1.132  -1.924
C  -0.012  0.198  1.055
H  1.586  1.992  -1.502
C  1.036  1.184  0.657
H  1.811  -0.269  1.877
S  -2.634  -0.564  -0.003
H  -0.358  0.382  2.017
C  -0.539  0.935  -1.015
Cl  1.808  -1.164  -0.468

# 4
Density functional theory data (ωB97M-V/def2-TZVPD) for a structure of composition C22H14Co2O8 at a distorted geometry.

Highest occupied orbital energy, eV: -0.6781
Energy relative to the best compared isomer or geometry (same formula, charge and spin), kJ/mol: 0.0
LUMO, eV: 4.49
Kohn-Sham gap, eV: 5.168
Charge: -2

Positions of all 46 atoms, in Å:
C  -7.258  2.379  -0.581
O  4.171  -0.425  2.395
C  3.363  -0.961  -1.740
H  3.655  -1.251  -2.762
C  -4.465  1.729  -0.634
C  1.010  -4.262  2.858
C  1.553  1.191  0.165
H  -5.178  0.901  -0.627
C  3.001  1.561  -1.999
O  3.563  2.453  -2.472
C  1.682  -4.050  1.660
C  -4.935  3.070  -0.587
H  -7.184  1.726  0.299
C  1.490  -2.854  0.914
C  -2.112  2.522  -0.744
H  0.578  -0.891  0.946
H  1.131  -5.197  3.401
H  -0.393  -3.439  4.280
C  -3.122  1.468  -0.697
C  0.005  -2.057  2.680
C  0.683  -1.838  1.480
O  -0.887  2.273  -0.883
H  -8.193  2.940  -0.560
O  5.960  -3.446  -0.209
H  -4.370  5.149  -0.522
C  0.158  -3.266  3.359
H  2.642  -3.594  -0.788
C  0.650  0.170  -2.272
O  -6.244  3.416  -0.559
C  2.291  -1.545  -1.033
H  -2.756  0.445  -0.745
C  6.202  0.309  -0.839
H  2.357  -4.810  1.264
C  -3.987  4.134  -0.575
O  -0.221  0.138  -3.027
Co  4.889  -0.755  -0.408
H  -1.933  4.697  -0.619
Co  2.116  0.219  -1.258
O  7.098  1.001  -1.084
H  -0.651  -1.275  3.065
C  -2.650  3.880  -0.632
C  5.569  -2.356  -0.307
C  4.479  -0.507  1.277
O  1.330  1.960  1.000
H  -7.197  1.774  -1.495
C  2.110  -2.725  -0.386

# 5
Density functional theory data (ωB97M-V/def2-TZVPD) for a structure of composition C22H67N15O11Pt at a distorted geometry.

Highest occupied orbital energy (alpha / beta), eV: -7.8032 / -8.3283
Expectation value of S²: 2.00
LUMO (alpha / beta), eV: 0.34 / -0.05
Kohn-Sham gap (alpha / beta), eV: 8.143 / 8.282
Multiplicity: 3

Positions of all 116 atoms, in Å:
H  -2.364  4.338  -3.631
H  -1.934  4.605  0.296
C  1.660  -1.508  -4.142
H  -0.117  0.295  -5.422
H  2.288  1.109  5.010
Pt  0.590  1.394  0.960
C  2.387  2.330  3.405
H  -7.716  0.531  0.788
C  -0.878  -0.981  -0.460
H  3.270  -3.551  -1.996
O  0.284  -1.367  -4.043
H  -0.644  -1.412  -5.875
C  -5.278  3.112  -1.013
H  1.240  -4.678  -2.959
H  1.975  -2.249  -3.376
H  4.436  -5.419  -1.988
H  5.508  -3.672  2.010
H  -6.795  0.135  2.256
N  4.149  -0.860  -0.232
H  -6.118  3.585  -1.512
C  -1.703  2.387  -3.638
N  2.053  1.194  3.992
H  1.455  -0.048  -1.973
H  4.152  -0.261  -5.213
H  3.773  2.719  4.748
O  -1.400  2.065  1.958
H  0.944  -5.416  -1.407
N  3.433  -5.587  -1.900
O  3.232  0.920  0.846
H  -5.128  -2.170  1.103
H  -0.930  0.719  -2.873
H  3.761  -3.714  2.293
C  3.897  -0.276  -4.185
C  -5.549  -0.292  0.437
H  4.371  -1.847  -0.116
H  -1.460  -0.581  1.467
H  -0.498  -2.600  3.378
H  4.182  -0.058  2.875
O  -0.065  -0.060  -0.571
H  2.370  -3.223  0.434
C  0.585  -2.623  3.255
H  2.567  1.133  -2.254
O  -5.797  1.838  -0.542
H  -5.819  -0.558  -0.627
H  -2.274  1.900  5.180
C  1.304  -4.466  -1.885
N  3.223  3.167  4.033
O  1.860  2.670  2.324
H  -4.607  -0.957  2.004
O  -2.555  1.914  -4.366
H  1.304  4.453  0.489
N  -3.118  3.411  2.083
N  -1.166  -1.801  -1.509
O  0.404  -0.309  2.545
H  -1.672  -2.634  -1.256
N  -3.142  1.840  4.684
H  -2.550  -1.534  0.547
C  -2.000  2.957  1.411
H  2.493  -4.968  0.570
H  -7.425  -1.117  1.229
H  -5.122  3.745  -0.123
C  4.555  -4.171  1.713
H  1.082  -1.778  1.317
H  4.760  -5.236  1.938
C  2.400  -0.189  -3.869
H  -0.846  3.438  -0.206
H  -3.945  2.265  5.155
H  3.648  -0.577  -1.081
H  -2.804  -1.161  3.587
N  -0.688  1.704  -3.039
H  -4.694  1.544  1.151
H  -1.570  0.107  3.426
H  -0.330  2.158  -2.216
O  0.393  3.041  -0.692
O  4.266  -3.975  0.321
H  3.079  2.643  -0.577
H  -3.552  4.157  1.547
C  -3.569  0.585  4.100
N  -1.559  3.762  -3.418
N  -4.701  -1.237  1.046
N  2.311  0.143  -2.457
N  -2.561  -0.212  3.698
H  4.227  -1.182  -3.657
H  -0.731  -1.622  -2.417
O  -4.719  0.167  4.253
H  1.010  -2.311  4.204
N  -1.578  -1.294  0.748
C  -0.484  -0.666  -5.088
H  1.024  0.226  3.092
C  2.876  -4.139  0.029
H  3.316  -6.274  -1.178
C  -4.930  1.051  0.212
H  0.659  -3.690  3.003
H  -3.432  2.946  2.936
H  3.167  3.984  -1.809
H  5.068  -1.246  1.965
C  2.752  -4.339  -1.461
H  -3.942  1.000  -0.201
N  -1.806  3.620  0.279
H  3.681  3.656  3.253
C  -6.951  -0.131  1.224
H  4.428  0.467  -3.590
C  1.169  -1.526  2.389
H  1.950  -1.833  -5.171
H  2.212  -1.243  2.568
H  1.052  4.850  -1.256
H  -1.498  -0.435  -4.680
C  3.833  -0.172  0.867
H  -1.178  4.013  -2.544
H  -4.342  2.969  -1.552
N  4.298  -0.629  2.060
C  1.305  4.052  -0.521
H  1.866  0.588  -4.500
H  3.293  4.422  -0.079
C  2.788  3.695  -0.780
H  0.613  -3.653  -1.564

# 6
Density functional theory data (ωB97M-V/def2-TZVPD) for the molecule C12H22N2O.

SMILES: CCCC[C@]12CNC[C@](C)(CNC1)C2=O
Highest occupied orbital energy, eV: -8.2300
Energy relative to the best compared isomer or geometry (same formula, charge and spin), kJ/mol: 12.3
LUMO, eV: 0.71
Kohn-Sham gap, eV: 8.942

Positions of all 37 atoms, in Å:
C  2.540  -2.284  -0.271
C  -1.475  0.694  0.393
C  -2.338  0.232  -0.781
H  -3.842  -1.849  0.208
H  -2.029  -0.769  -1.081
H  2.379  1.845  -0.687
C  -4.200  -0.885  0.560
H  3.620  -2.305  -0.401
H  2.071  -2.756  -1.130
C  2.386  -0.034  -1.412
H  -4.121  1.184  -0.030
H  2.627  1.604  2.075
H  0.160  2.407  -1.078
C  0.542  -0.799  0.037
C  0.745  1.241  1.391
O  -0.163  -1.779  0.052
C  2.046  -0.848  -0.130
C  0.473  1.362  -1.139
H  2.279  -2.862  0.612
H  0.373  0.719  2.291
H  -0.035  0.894  -1.987
H  -4.392  0.052  -1.354
H  -5.281  -0.938  0.676
C  -3.828  0.211  -0.432
H  3.470  -0.007  -1.542
N  1.888  1.316  -1.402
H  -3.766  -0.696  1.539
H  1.949  -0.555  -2.271
H  -1.700  0.066  1.256
H  -2.197  0.907  -1.627
C  2.669  -0.193  1.116
H  3.758  -0.158  1.005
C  0.043  0.623  0.163
N  2.188  1.166  1.271
H  0.469  2.297  1.473
H  -1.740  1.724  0.647
H  2.433  -0.826  1.990

# 7
Density functional theory data (ωB97M-V/def2-TZVPD) for the molecule C5H9NO at a distorted geometry.

SMILES: COC[C@@H](C)C#N
Highest occupied orbital energy, eV: -10.0456
Energy relative to the best compared isomer or geometry (same formula, charge and spin), kJ/mol: 341.9
LUMO, eV: 0.82
Kohn-Sham gap, eV: 10.870

Positions of all 16 atoms, in Å:
H  -2.103  -0.219  -1.875
C  0.443  -0.371  0.275
H  0.647  -1.018  -0.591
H  2.983  -0.181  1.088
H  3.243  1.334  0.190
C  -1.081  0.033  0.338
N  -2.601  -1.994  0.816
C  2.664  0.405  0.211
H  -1.090  1.129  -1.000
H  -1.124  0.835  1.100
O  1.291  0.756  0.260
H  2.901  -0.178  -0.692
C  -1.976  0.573  -1.124
H  -2.972  0.962  -0.867
H  0.658  -0.970  1.183
C  -1.883  -1.097  0.690

# 8
Density functional theory data (ωB97M-V/def2-TZVPD) for a structure of composition C34H50ClFIN7O4STi at a distorted geometry.

Highest occupied orbital energy, eV: -5.3117
Energy relative to the best compared isomer or geometry (same formula, charge and spin), kJ/mol: 100.7
LUMO, eV: -1.30
Kohn-Sham gap, eV: 4.011

Positions of all 100 atoms, in Å:
C  -4.631  -2.490  -1.897
N  3.867  2.884  -2.855
H  -3.938  -2.147  -4.602
N  -1.401  -0.227  4.972
H  -6.467  -2.013  -2.891
H  -4.289  0.859  6.437
O  0.139  1.442  -0.060
C  -2.225  0.572  5.872
H  -5.614  -4.206  -1.084
C  4.394  2.169  -1.794
H  -2.268  1.159  -3.089
H  4.928  4.567  -3.526
C  0.885  -2.318  -1.680
H  3.142  3.423  4.111
H  4.355  0.888  -4.034
H  -5.496  -1.463  -5.060
C  0.581  -1.524  -3.923
H  -1.316  1.643  2.225
H  -0.231  -3.370  -3.164
N  5.242  1.171  -2.160
H  3.659  1.658  3.900
C  2.691  3.705  -2.614
H  6.131  0.818  -4.054
O  -0.837  -0.936  0.557
H  5.195  -0.519  -3.366
H  -3.841  -0.834  6.230
C  -0.509  1.383  -1.203
C  2.156  2.330  2.621
O  -0.356  2.191  -2.091
H  2.390  -1.875  0.581
H  1.937  3.147  -2.069
H  0.160  -1.536  5.409
H  7.023  0.258  -1.598
H  -4.644  0.689  -5.538
H  1.722  4.283  2.237
H  2.444  0.624  -2.086
C  -5.490  -2.443  -3.133
H  -1.810  0.444  6.872
C  5.233  0.567  -3.481
H  5.779  3.035  -3.727
Ti  0.677  0.084  1.162
H  -0.909  2.349  3.790
C  1.873  -0.261  -2.337
H  -2.962  0.266  -5.205
C  -1.640  -0.775  -0.413
C  2.976  2.455  3.665
H  2.284  3.992  -3.585
N  -3.372  -0.520  -2.601
H  -4.079  0.189  4.812
H  -3.713  1.665  -4.420
H  3.197  -2.384  3.370
H  0.311  -1.225  3.458
C  -4.385  -0.277  -3.664
C  -2.945  -2.714  0.350
C  -2.388  0.349  -2.387
I  1.458  1.316  6.197
C  -2.744  -1.689  -0.582
F  -4.211  -4.557  1.032
C  1.351  -0.409  -3.609
H  6.126  1.050  -0.276
C  4.804  3.509  -3.783
C  -4.820  -1.625  -4.222
H  4.438  3.443  -4.810
H  3.237  -0.853  2.771
C  -3.694  0.172  5.834
H  -1.171  -3.637  5.151
C  -3.884  0.646  -4.761
H  1.033  3.187  1.163
Cl  0.573  -3.571  -0.504
C  -1.479  1.555  3.300
O  1.931  1.135  2.051
H  -5.674  -3.462  -3.476
H  -1.360  -2.686  3.677
C  -1.567  -2.704  4.749
H  0.167  -1.650  -4.915
C  -4.822  -3.479  -0.959
H  5.565  -0.499  -0.923
H  1.536  0.357  -4.352
H  2.545  -1.129  4.208
C  -3.590  -1.562  -1.696
H  2.938  4.610  -2.048
C  6.035  0.456  -1.179
C  1.647  -1.201  -1.321
H  -1.167  -1.551  6.528
C  -3.986  -3.572  0.151
N  2.669  -1.525  3.276
C  -0.969  0.237  3.798
H  -2.087  1.625  5.644
N  -0.085  -0.379  3.067
H  2.983  -0.250  0.059
C  -1.509  0.276  -1.332
H  -5.249  0.184  -3.174
N  1.350  3.359  2.104
H  -2.650  -2.704  4.879
C  -0.933  -1.516  5.465
S  3.963  2.460  -0.212
H  -2.541  1.689  3.497
C  0.355  -2.485  -2.951
C  2.148  -0.953  0.051
H  -2.276  -2.818  1.192

# 9
Density functional theory data (ωB97M-V/def2-TZVPD) for the molecule C12H13Cl2NO2.

SMILES: O=C(Cc1ccc(Cl)c(Cl)c1)N1CCOCC1
Highest occupied orbital energy, eV: -9.0100
LUMO, eV: 0.57
Kohn-Sham gap, eV: 9.581

Positions of all 30 atoms, in Å:
H  -3.229  -0.424  -2.022
C  1.228  0.668  -0.539
H  -4.608  -1.442  1.230
H  -4.525  -1.345  -1.225
C  -0.946  -0.466  -1.058
C  -3.876  -0.463  -1.149
O  -1.257  -0.499  1.331
H  3.004  -2.708  -0.052
C  2.502  -1.765  -0.193
N  -3.117  -0.556  0.077
C  -4.854  0.704  1.224
H  -1.213  -1.329  -1.671
C  -1.772  -0.500  0.233
C  -3.975  -0.549  1.248
C  -4.757  0.795  -1.096
C  3.212  -0.587  -0.020
H  0.621  -2.647  -0.666
H  -1.178  0.450  -1.603
H  -5.581  0.683  2.036
H  -4.113  1.688  -1.072
H  -5.410  0.844  -1.969
O  -5.601  0.779  0.028
Cl  3.430  2.111  0.021
C  2.568  0.634  -0.192
C  0.516  -0.508  -0.722
Cl  4.880  -0.643  0.405
H  -4.219  1.597  1.326
H  -3.340  -0.562  2.134
C  1.165  -1.723  -0.541
H  0.743  1.625  -0.658

# 10
Density functional theory data (ωB97M-V/def2-TZVPD) for a structure of composition C5H4CsF8O at a distorted geometry.

Highest occupied orbital energy, eV: -15.1210
LUMO, eV: -3.76
Kohn-Sham gap, eV: 11.359
Charge: +1

Positions of all 19 atoms, in Å:
H  -0.513  0.486  -1.447
H  -0.261  -3.729  -1.001
C  -0.784  1.345  0.489
F  0.887  -4.222  0.474
F  1.060  2.961  0.439
F  -0.601  3.359  -0.968
F  1.118  -1.661  1.170
Cs  1.320  3.778  -1.488
F  -0.500  1.051  1.773
C  -0.157  0.278  -0.438
C  0.543  -1.942  0.047
H  0.903  0.508  -0.539
C  -0.021  -3.381  0.003
F  -1.094  -3.481  0.780
F  1.532  -1.852  -0.888
C  -0.202  2.789  0.227
H  -0.579  3.400  1.048
O  -0.520  -1.035  -0.132
F  -2.130  1.348  0.450